(1)
The following is a quantum chemistry calculation of a molecular structure, C54H33CeI4N7 at a distorted geometry, from the OMol25 dataset.

Element x y z (Å)
Ce1 0.551 0.885 0.537
I1 1.127 -1.231 -9.494
C1 0.984 -0.605 -7.488
C2 -0.229 -0.785 -6.773
C3 -0.301 -0.442 -5.452
C4 0.774 0.210 -4.783
C5 1.871 0.491 -5.531
C6 2.049 0.094 -6.856
C7 0.702 0.444 -3.311
C8 1.839 -0.001 -2.514
C9 3.155 -0.438 -2.951
C10 3.778 -1.105 -1.914
C11 2.836 -1.104 -0.773
C12 2.699 -2.119 0.216
C13 3.730 -3.247 0.173
C14 3.346 -4.538 -0.205
C15 4.169 -5.633 -0.138
C16 5.453 -5.419 0.330
I2 6.614 -7.099 0.573
C17 5.898 -4.112 0.709
C18 5.035 -3.037 0.478
C19 1.536 -2.330 1.001
N1 0.444 -1.412 1.173
C20 -0.490 -2.050 1.984
C21 -1.654 -1.511 2.569
C22 -2.522 -2.411 3.414
C23 -2.876 -2.036 4.753
C24 -3.656 -2.855 5.542
C25 -4.119 -4.096 5.044
I3 -5.136 -5.375 6.226
C26 -3.734 -4.490 3.736
C27 -2.953 -3.689 2.943
C28 -2.170 -0.197 2.355
C29 -3.362 0.462 2.935
C30 -3.703 1.486 2.113
C31 -2.714 1.581 1.028
N2 -1.658 0.661 1.351
C32 -2.904 2.126 -0.254
C33 -2.096 1.856 -1.376
C34 -2.530 2.019 -2.744
C35 -1.542 1.546 -3.558
C36 -0.458 1.037 -2.756
N3 -0.805 1.312 -1.386
C37 -4.227 2.792 -0.569
C38 -4.342 4.164 -1.010
C39 -5.562 4.662 -1.367
C40 -6.722 3.860 -1.317
I4 -8.539 4.646 -1.943
C41 -6.673 2.574 -0.787
C42 -5.445 2.086 -0.383
C43 -0.023 -3.372 2.299
C44 1.250 -3.523 1.795
N4 1.820 -0.187 -1.120
H1 -1.039 -1.279 -7.279
H2 -1.147 -0.692 -4.806
H3 2.710 1.082 -5.103
H4 2.989 0.271 -7.385
H5 3.521 -0.426 -3.943
H6 4.724 -1.604 -1.951
H7 2.342 -4.706 -0.634
H8 3.789 -6.598 -0.393
H9 6.865 -4.020 1.153
H10 5.404 -2.009 0.539
H11 -2.470 -1.120 5.164
H12 -3.896 -2.640 6.581
H13 -4.132 -5.407 3.322
H14 -2.811 -3.985 1.873
H15 -3.823 0.084 3.806
H16 -4.547 2.188 2.284
H17 -3.407 2.523 -3.119
H18 -1.528 1.524 -4.642
H19 -3.424 4.750 -1.042
H20 -5.604 5.668 -1.854
H21 -7.526 1.910 -0.654
H22 -5.304 1.067 0.003
H23 -0.543 -4.146 2.838
H24 1.918 -4.349 2.012
N5 2.573 3.480 2.218
C45 2.611 2.236 2.806
C46 3.839 1.722 3.355
C47 3.838 0.456 3.889
C48 2.622 -0.263 3.978
C49 1.456 0.319 3.504
N6 1.467 1.486 2.797
C50 2.000 3.858 1.041
C51 1.697 5.256 0.873
C52 1.209 5.720 -0.332
C53 1.113 4.814 -1.437
C54 1.434 3.499 -1.170
N7 1.724 2.951 0.031
H25 3.113 4.195 2.686
H26 4.728 2.342 3.399
H27 4.741 -0.048 4.190
H28 2.609 -1.286 4.335
H29 0.500 -0.065 3.711
H30 1.899 5.945 1.673
H31 1.001 6.795 -0.466
H32 0.749 5.160 -2.384
H33 1.502 2.796 -1.994

Output
M: 1427.6 Da
HOMO level (alpha / beta): -9.244 / -9.243 eV
Multiplicity: 2
Charge: +1
LUMO energy (alpha / beta): -3.8 / -3.8 eV
Maximum force: 0.0772 hartree/bohr

(2)
The following is a quantum chemistry calculation of a molecular structure, C54H37AsN10O4V at a distorted geometry, from the OMol25 dataset.

Element x y z (Å)
V1 -0.452 -0.067 1.501
C1 -5.212 1.840 1.161
C2 -4.715 2.312 -0.052
C3 -3.916 1.490 -0.816
C4 -3.595 0.217 -0.329
N1 -4.073 -0.248 0.823
C5 -4.874 0.553 1.534
N2 -2.878 -0.650 -1.147
C6 -2.011 -1.494 -0.779
N3 -1.207 -1.540 0.379
C7 -0.599 -2.777 0.410
N4 0.153 -3.331 1.305
C8 0.548 -2.767 2.509
C9 1.269 -3.621 3.356
C10 1.720 -3.176 4.571
C11 1.437 -1.866 4.957
C12 0.718 -1.081 4.093
N5 0.282 -1.499 2.884
C13 -0.959 -3.539 -0.809
C14 -0.630 -4.820 -1.206
C15 -1.102 -5.239 -2.443
C16 -1.886 -4.397 -3.241
C17 -2.229 -3.119 -2.813
C18 -1.741 -2.718 -1.584
H1 -5.859 2.445 1.782
H2 -4.960 3.311 -0.395
H3 -3.522 1.802 -1.774
H4 -5.254 0.130 2.460
H5 1.447 -4.628 3.004
H6 2.279 -3.836 5.223
H7 1.770 -1.462 5.902
H8 0.468 -0.061 4.349
H9 -0.013 -5.457 -0.585
H10 -0.857 -6.232 -2.800
H11 -2.235 -4.751 -4.203
H12 -2.848 -2.457 -3.405
O1 1.382 -0.099 0.727
N6 2.265 0.715 1.175
N7 1.819 1.479 2.075
O2 0.575 1.412 2.515
C19 2.692 2.484 2.631
C20 4.057 2.261 2.677
C21 4.870 3.237 3.231
C22 4.319 4.412 3.727
C23 2.946 4.610 3.673
C24 2.118 3.638 3.126
H13 4.466 1.341 2.285
H14 5.938 3.071 3.288
H15 4.959 5.170 4.158
H16 2.510 5.522 4.061
H17 1.045 3.763 3.081
O3 -3.274 6.316 0.628
N8 -3.227 5.896 1.769
O4 -3.505 6.547 2.753
C25 -2.828 4.471 1.970
C26 -3.188 3.926 3.139
C27 -2.933 2.548 3.434
C28 -3.404 1.918 4.597
C29 -3.185 0.545 4.735
C30 -2.483 -0.149 3.786
N9 -1.955 0.449 2.668
C31 -2.239 1.792 2.498
C32 -1.811 2.399 1.269
N10 -1.122 1.584 0.409
C33 -0.788 2.050 -0.773
C34 -1.054 3.363 -1.166
C35 -1.698 4.209 -0.303
C36 -2.123 3.733 0.952
H18 -3.718 4.536 3.858
H19 -3.947 2.486 5.341
H20 -3.577 0.009 5.590
H21 -2.318 -1.213 3.870
H22 -0.289 1.349 -1.431
H23 -0.743 3.702 -2.145
H24 -1.899 5.228 -0.590
C37 5.105 1.605 -2.738
C38 3.857 2.214 -2.705
C39 2.714 1.439 -2.574
C40 2.796 0.051 -2.491
C41 4.048 -0.553 -2.527
C42 5.197 0.222 -2.651
As1 1.126 -0.921 -2.200
C43 0.511 -1.090 -4.047
C44 -0.197 -0.147 -4.778
C45 -0.708 -0.479 -6.026
C46 -0.523 -1.763 -6.532
C47 0.174 -2.712 -5.798
C48 0.691 -2.380 -4.551
C49 1.412 -3.302 -3.638
C50 1.754 -4.622 -3.912
C51 2.421 -5.376 -2.957
C52 2.739 -4.826 -1.718
C53 2.390 -3.513 -1.432
C54 1.745 -2.752 -2.399
H25 6.001 2.206 -2.827
H26 3.775 3.292 -2.773
H27 1.746 1.930 -2.535
H28 4.137 -1.629 -2.462
H29 6.166 -0.260 -2.682
H30 -0.353 0.851 -4.382
H31 -1.261 0.254 -6.599
H32 -0.931 -2.024 -7.500
H33 0.302 -3.712 -6.197
H34 1.503 -5.066 -4.868
H35 2.689 -6.402 -3.176
H36 3.256 -5.423 -0.976
H37 2.604 -3.089 -0.458

Output
M: 1015.8 Da
HOMO level (alpha / beta): -5.885 / -7.838 eV
Multiplicity: 4
LUMO energy (alpha / beta): -1.0 / -0.8 eV
Energy relative to the best compared isomer or geometry (same formula, charge and spin): 0.0 kJ/mol
Maximum force: 0.0238 hartree/bohr

(3)
The following is a quantum chemistry calculation of a molecular structure, C54H37I5N5OS3Sc, from the OMol25 dataset.

Element x y z (Å)
Sc1 0.073 0.088 0.216
I1 -6.882 2.585 6.093
C1 -5.707 1.747 4.550
C2 -5.349 2.521 3.461
C3 -4.584 1.966 2.453
C4 -4.160 0.620 2.477
C5 -4.468 -0.092 3.654
C6 -5.244 0.448 4.661
C7 -3.296 0.093 1.428
C8 -3.124 0.822 0.224
C9 -4.203 1.509 -0.440
C10 -3.711 1.950 -1.623
C11 -2.331 1.547 -1.669
C12 -1.486 1.814 -2.743
C13 -2.006 2.699 -3.814
C14 -2.179 2.212 -5.110
C15 -2.684 3.022 -6.115
C16 -3.014 4.331 -5.816
I2 -3.817 5.560 -7.335
C17 -2.843 4.848 -4.545
C18 -2.338 4.025 -3.548
C19 -0.193 1.302 -2.911
N1 0.399 0.389 -2.107
C20 1.612 0.125 -2.685
C21 2.487 -0.866 -2.263
C22 3.821 -0.953 -2.900
C23 4.953 -0.737 -2.116
C24 6.224 -0.782 -2.668
C25 6.355 -1.048 -4.018
I3 8.287 -1.155 -4.871
C26 5.252 -1.259 -4.825
C27 3.987 -1.211 -4.258
C28 2.162 -1.823 -1.284
C29 2.910 -3.031 -1.079
C30 2.192 -3.792 -0.214
C31 1.008 -3.043 0.111
N2 1.030 -1.839 -0.536
C32 -0.030 -3.497 0.937
C33 -1.177 -2.776 1.282
C34 -2.323 -3.362 1.910
C35 -3.234 -2.364 2.074
C36 -2.639 -1.173 1.540
N3 -1.413 -1.446 1.036
C37 0.093 -4.868 1.492
C38 0.233 -5.981 0.663
C39 0.383 -7.256 1.187
C40 0.394 -7.424 2.560
I4 0.647 -9.361 3.369
C41 0.240 -6.344 3.411
C42 0.089 -5.075 2.872
C43 1.814 0.954 -3.854
C44 0.683 1.667 -4.010
N4 -2.007 0.840 -0.538
H1 -5.647 3.560 3.403
H2 -4.266 2.608 1.646
H3 -4.053 -1.075 3.810
H4 -5.472 -0.139 5.541
H5 -5.222 1.546 -0.089
H6 -4.236 2.473 -2.406
H7 -1.917 1.184 -5.328
H8 -2.820 2.628 -7.114
H9 -3.096 5.876 -4.329
H10 -2.171 4.422 -2.555
H11 4.830 -0.506 -1.066
H12 7.091 -0.601 -2.048
H13 5.370 -1.462 -5.881
H14 3.118 -1.387 -4.879
H15 3.847 -3.270 -1.555
H16 2.463 -4.757 0.180
H17 -2.435 -4.404 2.163
H18 -4.253 -2.458 2.413
H19 0.218 -5.847 -0.411
H20 0.494 -8.105 0.525
H21 0.248 -6.479 4.484
H22 -0.014 -4.218 3.526
H23 2.717 1.016 -4.432
H24 0.472 2.419 -4.748
S1 3.985 3.052 -2.365
C45 2.486 3.136 -1.590
S2 2.213 2.125 -0.205
S3 1.306 4.251 -2.104
I5 -0.909 0.829 3.970
C46 -0.568 2.489 2.747
C47 -0.365 3.713 3.366
C48 -0.204 4.823 2.551
C49 -0.245 4.660 1.179
C50 -0.434 3.388 0.666
N5 -0.611 2.310 1.437
H25 -0.333 3.795 4.442
H26 -0.063 5.801 2.995
H27 -0.114 5.493 0.503
H28 -0.460 3.237 -0.405
C51 2.890 1.149 3.109
C52 2.339 -0.154 2.506
C53 3.413 -0.724 1.569
C54 2.115 -1.172 3.646
O1 1.145 0.081 1.819
H29 3.745 0.932 3.756
H30 2.123 1.655 3.701
H31 3.207 1.823 2.313
H32 4.380 -0.784 2.076
H33 3.502 -0.060 0.708
H34 3.129 -1.721 1.230
H35 3.065 -1.616 3.953
H36 1.446 -1.964 3.299
H37 1.664 -0.692 4.515

Output
M: 1547.6 Da
HOMO level (alpha / beta): -0.936 / -0.933 eV
Charge: -2
LUMO energy (alpha / beta): 2.7 / 2.7 eV
Energy relative to the best compared isomer or geometry (same formula, charge and spin): 0.0 kJ/mol
Maximum force: 0.0187 hartree/bohr

(4)
The following is a quantum chemistry calculation of 3 unconnected molecules or ions with the total composition C54H39BCl3O10P at a distorted geometry, from the OMol25 dataset.

Element x y z (Å)
C1 7.074 -3.211 1.966
C2 6.307 -4.186 1.108
C3 6.432 -5.562 1.303
C4 5.734 -6.457 0.519
C5 4.871 -5.996 -0.467
C6 4.713 -4.632 -0.660
C7 3.766 -4.066 -1.701
C8 2.563 -3.446 -1.025
C9 1.825 -4.229 -0.149
C10 0.743 -3.715 0.530
Cl1 -0.077 -4.828 1.589
C11 0.317 -2.389 0.390
C12 -0.850 -1.897 1.223
Cl2 -2.321 -1.624 0.272
C13 -0.454 -0.744 2.200
C14 -0.932 -1.105 3.624
Cl3 -1.147 0.847 1.791
C15 1.049 -1.610 -0.508
C16 2.159 -2.122 -1.190
C17 2.915 -1.192 -2.091
O1 3.364 -1.530 -3.164
C18 3.031 0.222 -1.597
C19 1.909 0.715 -0.946
C20 1.893 2.014 -0.462
C21 3.008 2.798 -0.646
C22 4.154 2.338 -1.301
C23 5.321 3.292 -1.438
B1 5.539 4.164 -0.131
O2 5.880 3.558 1.066
O3 5.420 5.551 -0.191
C24 4.181 1.020 -1.791
P1 5.742 0.479 -2.615
O4 5.807 -1.105 -2.178
O5 5.266 0.469 -4.177
C25 0.723 -0.180 -0.825
O6 -0.392 0.237 -1.035
C26 5.443 -3.738 0.118
H1 6.600 -3.157 2.948
H2 8.109 -3.521 2.087
H3 7.014 -2.211 1.541
H4 7.092 -5.910 2.089
H5 5.860 -7.518 0.689
H6 4.310 -6.679 -1.093
H7 4.319 -3.318 -2.259
H8 3.447 -4.842 -2.397
H9 2.128 -5.255 0.014
H10 -1.107 -2.723 1.871
H11 0.630 -0.676 2.232
H12 -1.830 -1.717 3.585
H13 -0.136 -1.573 4.199
H14 -1.209 -0.190 4.146
H15 1.013 2.378 0.052
H16 2.968 3.816 -0.272
H17 6.245 2.734 -1.596
H18 5.157 3.958 -2.287
H19 5.111 3.434 1.630
H20 4.497 5.820 -0.213
H21 6.735 -1.335 -2.055
H22 5.316 -0.414 -4.563
H23 5.337 -2.672 -0.051
O7 -4.604 0.722 -4.918
C27 -4.182 -0.406 -5.059
C28 -5.095 -1.527 -5.426
C29 -6.443 -1.261 -5.626
C30 -7.301 -2.281 -5.998
C31 -6.816 -3.573 -6.173
C32 -5.476 -3.847 -5.961
C33 -4.612 -2.827 -5.583
C34 -3.175 -3.148 -5.343
O8 -2.766 -4.286 -5.430
C35 -2.259 -2.024 -4.999
C36 -0.910 -2.289 -4.804
C37 -0.039 -1.254 -4.509
C38 -0.510 0.050 -4.407
C39 -1.855 0.319 -4.589
C40 -2.735 -0.716 -4.882
H24 -6.809 -0.252 -5.491
H25 -8.351 -2.071 -6.156
H26 -7.487 -4.367 -6.474
H27 -5.089 -4.848 -6.089
H28 -0.552 -3.307 -4.885
H29 1.013 -1.463 -4.358
H30 0.175 0.857 -4.180
H31 -2.233 1.328 -4.506
O9 -4.565 2.181 5.756
C41 -4.578 3.379 5.568
C42 -4.061 3.966 4.299
C43 -3.582 3.118 3.310
C44 -3.125 3.641 2.113
C45 -3.148 5.014 1.896
C46 -3.614 5.867 2.883
C47 -4.067 5.348 4.089
C48 -4.546 6.283 5.145
O10 -4.504 7.485 4.985
C49 -5.084 5.695 6.406
C50 -5.570 6.544 7.392
C51 -6.099 6.017 8.558
C52 -6.144 4.639 8.744
C53 -5.651 3.789 7.769
C54 -5.116 4.313 6.599
H32 -3.571 2.050 3.483
H33 -2.757 2.979 1.342
H34 -2.800 5.419 0.954
H35 -3.631 6.936 2.727
H36 -5.533 7.613 7.235
H37 -6.480 6.679 9.324
H38 -6.565 4.230 9.653
H39 -5.679 2.717 7.905

Output
M: 996.0 Da
HOMO level: -8.917 eV
LUMO energy: -0.9 eV
Maximum force: 0.0212 hartree/bohr